One molecule with the formula C17H29IO7S in a non-equilibrium geometry. Source: the OMol25 dataset; level of theory: ωB97M-V/def2-TZVPD.

Structure (XYZ):
```
55
C17H29IO7S, DFT ωB97M-V/def2-TZVPD
H -1.260 1.984 -6.334
C 2.883 0.764 -1.523
C -0.831 -0.555 2.904
H -0.917 0.955 4.827
H 0.690 0.656 -3.364
C 1.148 1.627 -3.225
H -3.209 2.600 -5.075
H 1.630 -2.929 -0.046
H -1.655 0.152 6.567
H 0.048 0.074 2.804
O -2.608 0.083 6.498
H 2.921 2.575 -2.627
C -2.611 1.777 -4.702
C -3.001 0.743 5.381
H -0.701 -1.113 3.828
O -1.513 -1.030 0.570
O -0.912 0.076 -1.459
C -1.903 1.149 4.414
H -2.594 1.826 -3.618
H -2.105 1.055 2.285
H 3.005 -1.353 -1.426
C 0.858 -2.173 0.071
H 1.512 3.352 -4.481
C 0.937 2.435 -4.497
H -2.961 -0.245 3.128
H 1.210 1.822 -5.356
H -0.785 0.794 -5.119
C -2.053 0.343 3.097
O 0.721 -2.830 4.865
C 2.212 -0.609 -1.388
S -0.851 0.347 -0.046
H 2.221 -2.923 2.139
O 0.730 0.274 0.390
H -1.982 2.213 4.239
H 0.591 2.125 -2.437
H -0.095 -3.471 1.391
C 0.929 -3.250 3.740
C 1.334 -2.436 2.538
O -4.175 0.937 5.143
C 0.254 -2.444 1.452
C 1.556 -0.839 -0.033
H 2.639 1.404 -0.682
C 2.602 1.550 -2.810
H -3.110 0.854 -4.977
O -0.437 2.777 -4.629
H 1.626 -1.445 2.858
H 2.378 -0.869 0.679
C -0.988 -1.575 1.791
H 3.237 1.198 -3.620
H 3.958 0.624 -1.473
I 0.713 -5.399 3.406
C -1.209 1.786 -5.262
H 1.536 -0.849 -2.199
H 0.141 -2.333 -0.723
H -1.756 -2.262 2.130
```

Its charge is 0. The HOMO energy comes out at -9.35 eV. For the HOMO-LUMO gap, the calculation gives 9.40 eV.